# CH4N2OS

CH4N2OS as an isolated structure at a distorted geometry (ωB97M-V/def2-TZVPD, the Open Molecules 2025 dataset).

The value obtained for the frontier orbital gap is 8.171 eV. Its spin multiplicity is 1.

```
9
CH4N2OS, DFT ωB97M-V/def2-TZVPD
C 1.60660 0.01223 -1.50858
N -1.58221 -0.47449 1.29595
N -0.49763 -0.95378 1.39228
O -0.29773 1.19616 -0.10493
S 0.82341 0.21780 -0.03640
H 1.22697 0.47753 -2.42823
H -2.22004 -0.52178 2.02147
H -1.64113 0.52751 0.85827
H 2.58175 -0.48117 -1.48984
```

# CH4N2OS2

One molecule with the formula CH4N2OS2 at a distorted geometry (ωB97M-V/def2-TZVPD, the Open Molecules 2025 dataset).

The value obtained for the frontier orbital gap is 9.167 eV. Its spin multiplicity is 1.

```
10
CH4N2OS2, DFT ωB97M-V/def2-TZVPD
C 0.89093 -0.17475 -0.09363
H -0.97343 1.43472 -0.96709
H 1.27303 1.84817 0.29411
H 0.24275 -2.08775 -0.16195
H -1.81601 -1.01628 1.32886
N 0.56209 1.15887 0.04256
N -0.10486 -1.12839 -0.29450
O -0.70850 1.70797 -0.07906
S 2.45137 -0.73893 -0.02732
S -1.81737 -1.00364 -0.04199
```

# CH4N2OSi

One molecule with the formula CH4N2OSi at a distorted geometry (ωB97M-V/def2-TZVPD, the Open Molecules 2025 dataset).

The value obtained for the frontier orbital gap is 8.308 eV. Its spin multiplicity is 1.

```
9
CH4N2OSi, DFT ωB97M-V/def2-TZVPD
C 1.49201 2.26352 1.45020
N 0.86938 1.22224 1.12895
N 0.02399 0.73137 0.37898
O 1.71431 3.08522 2.29550
Si 0.00030 -0.92274 -0.30931
H 2.40220 1.99975 0.61466
H 1.21104 -1.69631 0.23793
H 0.03889 -0.74687 -1.72351
H -1.24865 -1.60294 0.08673
```

# CH4N2P

An isolated ion of composition CH4N2P and charge +1 at a distorted geometry (ωB97M-V/def2-TZVPD, the Open Molecules 2025 dataset).

The net charge is +1. The value obtained for the frontier orbital gap is 8.700 eV. Its spin multiplicity is 1.

```
8
CH4N2P, DFT ωB97M-V/def2-TZVPD
C 0.53134 0.22668 0.54868
N 0.07075 -0.73813 -0.76170
N 0.21119 1.43137 0.56034
P -0.95541 -1.92070 -0.68912
H 1.19360 -0.54545 1.05837
H 0.41685 1.92158 1.38298
H -0.66229 1.69302 0.06199
H -0.80603 -2.06837 -2.16153
```

# CH4N2S2

A 2-piece molecular cluster, CH4N2S2 overall at a distorted geometry (ωB97M-V/def2-TZVPD, the Open Molecules 2025 dataset).

The value obtained for the frontier orbital gap is 8.495 eV. Its spin multiplicity is 1.

```
9
CH4N2S2, DFT ωB97M-V/def2-TZVPD
C -0.50495 -1.24861 1.61201
N 0.38380 0.40411 -1.68505
N -1.38442 -0.48981 1.50712
S 1.50086 0.49709 -0.30059
S -2.67124 0.30629 1.82959
H 0.70549 -0.42770 -2.15473
H 0.35407 -1.74325 1.05792
H 0.78988 1.23344 -2.18891
H 0.82650 1.46844 0.32263
```

# CH4N2S2

One molecule with the formula CH4N2S2 at a distorted geometry (ωB97M-V/def2-TZVPD, the Open Molecules 2025 dataset).

The value obtained for the frontier orbital gap is 9.381 eV. Its spin multiplicity is 1.

```
9
CH4N2S2, DFT ωB97M-V/def2-TZVPD
C -0.12277 0.21727 -0.61127
H 2.22523 -1.05653 0.98060
H 1.09547 1.37524 0.57303
H -0.00826 -0.51734 -1.46671
H -2.86975 -0.51354 1.01609
N 1.12637 0.70780 -0.16896
N -1.18004 0.45023 0.03179
S 2.42412 -0.37530 -0.16149
S -2.69037 -0.28783 -0.19309
```

# CH4N3

An isolated ion of composition CH4N3 and charge +1 at a distorted geometry (ωB97M-V/def2-TZVPD, the Open Molecules 2025 dataset).

The net charge is +1. The value obtained for the frontier orbital gap is 10.267 eV. Its spin multiplicity is 1.

```
8
CH4N3, DFT ωB97M-V/def2-TZVPD
C -0.34909 -0.53681 0.13425
N -2.87405 0.24297 0.10297
N -1.83128 -0.10782 -0.10822
N 0.43232 0.59919 -0.11179
H -0.19464 -1.45452 -0.48085
H -0.38827 -0.97739 1.16756
H 0.71074 0.87325 -1.05186
H 0.08268 1.28228 0.56807
```

# CH4N3

An isolated ion of composition CH4N3 and charge +1 at a distorted geometry (ωB97M-V/def2-TZVPD, the Open Molecules 2025 dataset).

The net charge is +1. The value obtained for the frontier orbital gap (spin up / spin down) is 9.112 / 9.110 eV. Its spin multiplicity is 1.

```
8
CH4N3, DFT ωB97M-V/def2-TZVPD
C 0.43584 -0.42649 -0.50534
N -0.76377 -0.41714 0.04067
N -1.55622 0.46233 -0.30525
N 1.47976 0.16108 -0.06556
H -1.13260 -1.34436 0.53945
H -2.48085 0.55725 -0.00812
H 2.37008 0.31666 -0.48010
H 1.64775 0.69066 0.78425
```

It is found that the relative energy (zero: lowest compared OMol25 entry of this formula, charge and spin) values, taken in the order of the records, are 518.6; 203.9; 550.4; 193.3; 306.2; 152.5; 166.9; 429.0 kJ/mol.
It is found that the calculated total energy values, taken in the order of the records, are -16959.8145; -27797.7911; -14003.1609; -13360.4968; -25749.3164; -25750.9093; -5563.1551; -5560.4391 eV.